# 1
{
  "formula": "C23H27BN9O3S2Tl",
  "method": "the ωB97M-V functional and the def2-TZVPD basis",
  "symbols": ["Tl", "C", "C", "N", "N", "C", "B", "N", "C", "C", "C", "N", "N", "C", "C", "C", "N", "H", "H", "H", "H", "H", "H", "H", "H", "H", "H", "C", "O", "C", "C", "C", "C", "C", "C", "O", "C", "O", "C", "H", "H", "H", "H", "H", "H", "H", "H", "H", "C", "N", "C", "C", "N", "C", "S", "H", "H", "H", "H", "H", "H", "H", "H", "S", "C", "N"],
  "positions_angstrom": [[-0.5390, 0.0296, 0.0527], [-4.3403, -1.3363, 2.0735], [-3.5103, -1.2101, 0.9586], [-2.3981, -0.5680, 1.3014], [-2.4819, -0.2642, 2.6069], [-3.6478, -0.7128, 3.0948], [-1.4051, 0.6178, 3.2865], [-0.0128, -0.0458, 3.1641], [0.7106, -0.6675, 4.1077], [1.9456, -0.9849, 3.5756], [1.8906, -0.5112, 2.2643], [0.7143, 0.0577, 2.0367], [-1.3447, 1.9703, 2.5454], [-1.4798, 3.1948, 3.0823], [-1.2076, 4.1318, 2.1089], [-0.9009, 3.3761, 0.9728], [-0.9962, 2.0805, 1.2460], [-5.3167, -1.7857, 2.1161], [-3.6670, -1.5520, -0.0516], [-3.9171, -0.5724, 4.1281], [-1.6874, 0.7888, 4.4339], [0.3198, -0.8417, 5.0966], [2.7669, -1.4829, 4.0600], [2.6381, -0.5590, 1.4887], [-1.7591, 3.3208, 4.1151], [-1.2236, 5.2035, 2.1996], [-0.6172, 3.7170, -0.0068], [-2.9430, -4.3885, -5.0602], [-3.2484, -4.9725, -3.8097], [-2.6874, -4.4341, -2.7087], [-2.9712, -5.1030, -1.5003], [-2.4017, -4.6592, -0.3440], [-1.5200, -3.5556, -0.3067], [-0.8359, -3.1719, 0.8997], [-1.0265, -3.9266, 2.1959], [-0.0535, -2.2120, 0.9508], [-1.3034, -2.8200, -1.5175], [-0.5968, -1.7400, -1.5855], [-1.8958, -3.3112, -2.7094], [-3.4585, -4.9883, -5.8051], [-1.8682, -4.4137, -5.2578], [-3.2987, -3.3564, -5.1161], [-3.6395, -5.9527, -1.5254], [-2.6419, -5.1819, 0.5709], [-1.4014, -4.9394, 2.0867], [-1.7242, -3.3560, 2.8155], [-0.0675, -3.9437, 2.7117], [-1.6993, -2.7564, -3.6175], [2.0328, 3.3562, -3.0325], [1.4251, 2.1248, -3.4753], [0.7626, 2.0387, -4.7747], [0.0841, 0.6573, -4.7267], [0.4945, 0.1389, -3.4259], [1.1482, 1.0561, -2.7293], [1.6860, 0.8590, -1.1077], [1.2733, 4.1362, -2.9617], [2.8057, 3.6610, -3.7402], [2.4827, 3.2013, -2.0561], [1.5006, 2.1121, -5.5759], [0.0461, 2.8551, -4.8697], [0.4284, -0.0036, -5.5223], [-1.0031, 0.7340, -4.7711], [0.0171, -0.6473, -2.9540], [-2.4225, 0.8682, -1.6975], [-1.9417, 2.4194, -2.0267], [-1.6315, 3.4976, -2.3225]],
  "forces_ev_per_angstrom": [[0.040, -0.129, -0.718], [-0.053, 0.049, -0.032], [-0.024, 0.005, 0.129], [-0.126, -0.083, -0.068], [-0.027, -0.059, 0.150], [-0.071, -0.124, -0.055], [0.029, 0.101, -0.330], [0.022, -0.001, 0.221], [0.102, -0.072, -0.016], [0.053, -0.010, -0.048], [-0.012, 0.014, 0.186], [0.264, -0.046, -0.042], [-0.038, 0.069, 0.246], [0.014, 0.119, -0.036], [0.034, 0.007, 0.009], [-0.023, 0.016, 0.158], [-0.023, 0.188, -0.041], [0.029, -0.035, 0.030], [0.046, 0.022, -0.016], [0.084, 0.088, 0.004], [-0.056, -0.046, 0.097], [-0.076, 0.098, -0.026], [-0.017, 0.019, 0.032], [-0.057, -0.041, -0.050], [0.013, -0.072, -0.003], [-0.015, -0.007, 0.012], [-0.065, -0.059, -0.104], [-0.007, 0.035, -0.105], [-0.098, -0.087, -0.071], [0.152, 0.115, 0.237], [-0.182, -0.094, 0.000], [0.032, -0.052, -0.063], [-0.058, 0.193, -0.149], [0.128, -0.070, 0.065], [0.027, -0.025, -0.026], [-0.031, -0.162, 0.157], [0.017, 0.036, 0.091], [0.045, 0.314, -0.061], [0.004, 0.029, -0.218], [-0.009, 0.012, 0.000], [-0.008, 0.010, 0.035], [0.002, -0.012, 0.010], [0.029, -0.009, 0.033], [0.046, -0.008, 0.001], [0.018, 0.001, 0.014], [-0.029, 0.004, -0.028], [-0.010, 0.024, 0.014], [0.013, -0.007, 0.060], [-0.009, 0.024, 0.020], [-0.114, -0.095, 0.057], [0.075, -0.036, -0.023], [-0.129, -0.044, -0.011], [-0.403, -0.184, 0.156], [0.332, -0.088, 0.060], [-0.323, 0.010, 0.191], [-0.035, 0.040, 0.009], [-0.020, -0.013, 0.009], [-0.011, 0.017, -0.004], [-0.027, 0.027, 0.004], [-0.023, 0.011, -0.009], [-0.021, 0.040, -0.002], [0.008, 0.009, -0.008], [0.213, 0.143, 0.014], [0.020, -0.552, 0.129], [0.149, 0.467, -0.267], [0.188, -0.037, -0.009]],
  "total_energy_ha": -2604.98133,
  "de_lowest_kcal_mol": 4.8,
  "total_charge": 0
}

---

# 2
{
  "formula": "CH5CoO2",
  "method": "the ωB97M-V functional and the def2-TZVPD basis",
  "symbols": ["O", "Co", "H", "C", "H", "H", "H", "O", "H"],
  "positions_angstrom": [[2.8672, 0.4720, -2.1173], [1.9916, 2.2645, -0.9283], [3.3500, -0.3217, -1.8699], [-0.7338, 0.6304, -2.4112], [-0.5589, 0.1290, -3.3784], [-1.5581, 0.1200, -1.8905], [-1.0624, 1.6620, -2.6243], [0.4097, 0.6030, -1.5979], [1.5299, 0.0321, -2.1625]],
  "forces_ev_per_angstrom": [[-2.402, -0.076, 0.149], [-0.443, -2.475, -1.256], [0.275, 0.203, 0.271], [-0.329, 0.108, -0.123], [-0.102, 0.135, 0.267], [0.063, 0.064, -0.224], [0.071, -0.239, 0.031], [2.695, -0.261, -0.620], [0.171, 2.540, 1.504]],
  "total_energy_ha": -1574.17685,
  "spin_multiplicity": 5,
  "s_squared": 6.004,
  "total_charge": 0
}

---

# 3
{
  "formula": "C22H28N2O7S",
  "method": "the ωB97M-V functional and the def2-TZVPD basis",
  "symbols": ["C", "C", "O", "C", "O", "C", "C", "C", "N", "C", "C", "C", "C", "O", "C", "O", "C", "O", "C", "C", "C", "C", "S", "O", "O", "N", "C", "C", "C", "C", "C", "C", "H", "H", "H", "H", "H", "H", "H", "H", "H", "H", "H", "H", "H", "H", "H", "H", "H", "H", "H", "H", "H", "H", "H", "H", "H", "H", "H", "H"],
  "positions_angstrom": [[5.1915, -2.7584, -3.4847], [4.5800, -1.4505, -2.7231], [3.4753, -1.7156, -2.3755], [3.0701, -1.3210, -1.1534], [3.8082, -0.5704, -0.4847], [1.6120, -1.7129, -0.8667], [1.1042, -1.6353, 0.4086], [1.7377, -0.9744, 1.8617], [-0.0718, -2.2165, 0.5413], [-0.5018, -2.9463, -0.7628], [-1.7629, -3.4223, -1.1167], [0.6444, -2.5529, -1.6953], [0.8519, -2.5747, -3.0300], [0.4959, -3.8687, -3.4799], [0.8780, -1.3948, -3.9377], [0.7967, -0.3377, -3.0096], [-0.6685, -0.0356, -2.5908], [-1.4881, -0.8333, -2.8652], [-0.5624, 0.9982, -1.6449], [0.5717, 1.2029, -0.8460], [0.3567, 2.2130, 0.1933], [-0.7939, 2.5856, 0.6311], [-0.9223, 3.7339, 2.0050], [0.2995, 3.9779, 2.6718], [-1.8272, 4.9929, 1.4979], [-2.0202, 2.9757, 2.7816], [-3.2752, 3.5087, 3.4609], [-4.3442, 2.6938, 3.2631], [-1.4362, 1.6452, 3.6129], [-1.6149, 0.4652, 3.1900], [-2.1377, 2.4081, -0.3590], [-1.8930, 1.4996, -1.1401], [6.2068, -2.5673, -4.0171], [5.2341, -3.6345, -2.9013], [4.5100, -3.0945, -4.0591], [5.1382, -1.2040, -1.9190], [4.5288, -0.6146, -3.4468], [1.1495, -0.0535, 2.1493], [2.6470, -0.8658, 1.7114], [1.6900, -1.6204, 2.5267], [-0.8651, -2.1827, 1.3368], [-1.4666, -4.4486, -1.7433], [-2.3624, -2.7290, -1.5904], [-2.2131, -3.7697, -0.1658], [0.2185, -1.6200, -4.5700], [2.0127, -1.3543, -4.1755], [1.6097, 1.1875, -1.0401], [1.3628, 2.7325, 0.8242], [-3.0586, 3.6040, 4.7009], [-3.3881, 4.4058, 2.8718], [-5.2727, 3.1949, 3.5678], [-4.7618, 2.2343, 2.2560], [-4.4324, 1.8592, 3.7721], [-0.3380, 1.9816, 3.4974], [-1.7684, 1.9887, 4.7576], [-1.2766, 0.1820, 2.0681], [-1.0604, -0.3572, 3.5467], [-2.5845, 0.2691, 3.0263], [-3.0682, 2.7069, 0.1398], [-2.5446, 1.1902, -1.6775]],
  "forces_ev_per_angstrom": [[5.253, 4.388, 3.001], [11.962, 0.407, -7.838], [-14.346, -3.918, 4.888], [-0.904, 2.114, 1.195], [-2.182, -2.016, -0.855], [0.421, -1.360, 0.300], [2.096, 2.218, 3.773], [-8.922, 3.821, -7.315], [-5.818, -3.233, -1.780], [8.570, 5.306, -0.265], [0.053, -5.699, 0.645], [-0.416, 1.962, 8.522], [-4.351, -10.081, -4.942], [2.293, 6.621, 0.886], [8.999, 0.340, 7.216], [-3.859, 2.598, -0.919], [5.265, -2.717, -1.200], [-1.436, 0.312, -0.741], [-0.263, 1.398, 4.376], [-2.348, 3.425, -0.910], [5.995, -0.527, 1.507], [-5.346, 2.874, -1.514], [-5.317, 6.194, -4.246], [1.405, -0.093, 0.283], [4.100, -4.381, 1.424], [-2.036, -5.068, 4.264], [6.310, 3.091, 1.272], [-7.226, -1.480, -4.145], [4.351, 15.589, 5.106], [-0.008, -10.521, -7.857], [2.383, 5.143, 10.905], [9.684, -2.502, -2.139], [-1.908, -0.328, 0.903], [0.845, -0.680, 1.854], [-4.815, -1.527, -5.221], [2.728, 1.140, 2.144], [0.793, 0.037, -0.071], [0.894, -0.891, -0.529], [8.403, 2.025, -1.669], [-1.219, -6.222, 6.194], [3.174, 0.104, -2.289], [-1.429, 2.795, 1.188], [-1.374, 1.206, -1.366], [-0.387, -0.002, -0.580], [-5.298, -0.626, -5.748], [-2.078, 0.013, -0.941], [0.772, -1.421, -0.807], [-2.917, -2.026, -1.942], [-0.489, 0.328, -3.487], [-0.118, 0.973, 0.837], [0.178, 0.375, 0.165], [1.743, 1.608, 0.909], [0.380, -4.250, 3.208], [-1.261, -0.873, 1.091], [0.829, -1.385, -2.895], [-0.215, 1.636, 1.621], [0.354, -0.749, 1.787], [-3.901, -1.591, 0.214], [0.336, 0.170, -0.879], [-8.383, -4.047, -6.591]],
  "smiles": "CCOC(=O)c1c(C)[nH]c(C)c1C(=O)COC(=O)c1ccc(S(=O)(=O)N(CC)CC)cc1",
  "total_energy_ha": -1888.78558,
  "de_lowest_kcal_mol": 478.0,
  "total_charge": 0
}

---

# 4
{
  "formula": "C7H13N3",
  "method": "the ωB97M-V functional and the def2-TZVPD basis",
  "symbols": ["C", "C", "C", "C", "C", "C", "C", "N", "N", "N", "H", "H", "H", "H", "H", "H", "H", "H", "H", "H", "H", "H", "H"],
  "positions_angstrom": [[3.7020, 0.3884, -0.2362], [-0.5293, 0.1257, -0.1182], [4.6293, 1.2781, -0.5874], [-3.1220, -0.1802, 0.2145], [-2.5346, -0.3809, -1.1489], [-2.5696, 1.1129, 0.8138], [2.4440, -1.5608, 0.7401], [-1.1056, -0.7629, -0.8398], [-1.0994, 1.1155, 0.4738], [2.8833, -0.3351, 0.2510], [4.8563, 1.4228, -1.5524], [5.0677, 1.7153, 0.1810], [-4.1735, -0.1413, 0.1515], [-2.8714, -0.9645, 0.8059], [-2.7763, -1.2200, -1.8643], [-2.5728, 0.6257, -1.8274], [-3.0736, 2.0545, 0.2095], [-2.8437, 1.0900, 1.8033], [3.2765, -2.2576, 1.0016], [2.0609, -2.2294, 0.0614], [1.8368, -1.2339, 1.6598], [-0.7456, -1.7003, -0.8274], [-0.7392, 2.0380, 0.6348]],
  "forces_ev_per_angstrom": [[-3.521, -2.935, 2.092], [1.083, 0.711, 0.436], [-2.055, -1.795, -0.352], [-0.537, 2.271, -1.805], [0.746, 0.129, -3.304], [-1.351, 0.748, -5.151], [0.387, 0.190, 4.050], [-0.177, 1.320, 0.247], [-1.495, 0.702, 0.837], [3.595, 2.373, -2.858], [0.979, 0.694, -3.418], [2.317, 2.354, 3.267], [-1.376, 0.195, 0.058], [0.627, -2.542, 1.892], [-0.900, 0.910, 1.201], [0.393, -2.399, 1.700], [1.413, -2.178, 1.788], [0.219, 0.601, 2.565], [0.200, 1.206, 0.654], [-2.172, -0.662, -2.074], [0.572, -1.467, -1.331], [-0.116, -0.406, -0.500], [1.169, -0.019, 0.006]],
  "total_energy_ha": -437.94874,
  "de_lowest_kcal_mol": 142.9,
  "total_charge": 2
}